Record 1
112
Properties=species:S:1:pos:R:3 method="wB97M-V/def2-TZVPD" energy_ev=-97723.679 gap_ev=8.5892 lumo_energy_ev=-0.9858 homo_energy_ev=-9.58 smiles="O=C1c2ccccc2C(=O)c2ccccc21.O=C1c2ccccc2C(=O)c2ccccc21.O=C1c2ccccc2C(=O)c2ccccc21.O=C1c2ccccc2C(=O)c2ccccc21.O=[PH2]OC(=O)OCCO"
O 2.352 3.322 -2.866
P 2.140 4.119 -4.172
O 1.906 5.779 -3.804
C 0.505 6.105 -3.794
O 0.034 6.582 -2.755
O -0.180 5.879 -4.999
C -1.590 5.614 -4.785
C -1.899 4.402 -3.792
O -1.528 3.137 -4.396
H 1.077 3.553 -4.959
H 3.359 4.000 -4.920
H -2.012 5.302 -5.813
H -2.199 6.545 -4.491
H -3.040 4.366 -3.616
H -1.425 4.506 -2.760
H -1.714 3.156 -5.362
C -7.772 -2.376 -2.761
C -6.957 -2.325 -3.890
C -5.782 -1.581 -3.867
C -5.424 -0.877 -2.718
C -6.253 -0.909 -1.596
C -7.423 -1.670 -1.616
C -5.911 -0.127 -0.386
O -6.633 -0.158 0.595
C -4.683 0.700 -0.391
C -4.378 1.488 0.720
C -3.220 2.258 0.730
C -2.358 2.237 -0.364
C -2.661 1.459 -1.476
C -3.830 0.696 -1.495
C -4.162 -0.103 -2.697
O -3.412 -0.118 -3.657
H -8.684 -2.964 -2.777
H -7.237 -2.866 -4.787
H -5.149 -1.549 -4.747
H -8.065 -1.710 -0.742
H -5.043 1.506 1.577
H -2.987 2.873 1.593
H -1.451 2.833 -0.353
H -1.987 1.452 -2.327
C 4.657 -0.784 -2.394
C 5.654 -1.729 -2.157
C 6.906 -1.583 -2.743
C 7.162 -0.497 -3.580
C 6.156 0.436 -3.837
C 4.906 0.296 -3.233
C 6.398 1.566 -4.761
O 5.520 2.382 -4.982
C 7.720 1.685 -5.419
C 7.944 2.712 -6.336
C 9.186 2.838 -6.948
C 10.211 1.946 -6.640
C 9.989 0.918 -5.731
C 8.740 0.780 -5.125
C 8.504 -0.340 -4.185
O 9.399 -1.123 -3.919
H 3.683 -0.894 -1.928
H 5.455 -2.578 -1.512
H 7.680 -2.319 -2.550
H 4.124 1.026 -3.417
H 7.152 3.412 -6.578
H 9.357 3.635 -7.666
H 11.182 2.050 -7.113
H 10.790 0.224 -5.498
C -6.216 -2.004 4.185
C -6.101 -1.916 5.571
C -7.238 -1.762 6.356
C -8.494 -1.683 5.756
C -8.607 -1.747 4.366
C -7.466 -1.919 3.583
C -9.930 -1.616 3.713
O -10.030 -1.675 2.500
C -11.128 -1.402 4.557
C -12.373 -1.219 3.954
C -13.505 -1.031 4.739
C -13.400 -1.034 6.128
C -12.161 -1.211 6.733
C -11.021 -1.386 5.948
C -9.701 -1.537 6.601
O -9.608 -1.536 7.817
H -5.329 -2.133 3.574
H -5.124 -1.970 6.039
H -7.142 -1.699 7.435
H -7.548 -1.983 2.503
H -12.462 -1.218 2.873
H -14.472 -0.884 4.268
H -14.286 -0.895 6.740
H -12.085 -1.208 7.815
C 5.438 0.802 4.474
C 5.226 0.668 3.104
C 5.839 -0.363 2.402
C 6.677 -1.258 3.067
C 6.908 -1.110 4.435
C 6.277 -0.084 5.140
C 7.834 -2.023 5.144
O 8.034 -1.896 6.339
C 8.520 -3.087 4.375
C 9.438 -3.918 5.017
C 10.077 -4.929 4.306
C 9.794 -5.118 2.955
C 8.884 -4.288 2.311
C 8.252 -3.264 3.018
C 7.311 -2.364 2.314
O 7.066 -2.526 1.131
H 4.951 1.601 5.023
H 4.580 1.367 2.583
H 5.666 -0.466 1.335
H 6.443 0.028 6.206
H 9.661 -3.778 6.069
H 10.795 -5.571 4.805
H 10.288 -5.911 2.403
H 8.671 -4.437 1.258

Record 2
117
Properties=species:S:1:pos:R:3 method="wB97M-V/def2-TZVPD" energy_ev=-182259.010 gap_ev=4.1923 lumo_energy_ev=2.6557 homo_energy_ev=-1.54 e_above_lowest_ev=0.000 charge=-2
Cs -0.702 0.007 0.918
C 7.232 -6.173 -1.356
O 6.701 -5.904 -0.078
C 5.597 -5.082 -0.033
C 5.276 -4.547 1.207
C 4.204 -3.677 1.326
C 3.422 -3.329 0.223
C 3.740 -3.909 -0.999
C 4.816 -4.779 -1.140
C 2.325 -2.314 0.296
C 2.715 -0.989 0.535
C 4.104 -0.556 0.714
C 4.089 0.791 0.717
C 2.690 1.192 0.531
N 1.903 0.095 0.491
C 2.273 2.507 0.251
C 1.002 2.909 -0.238
C 0.616 4.301 -0.455
C -0.578 4.273 -1.093
C -0.918 2.864 -1.275
C -2.002 2.407 -2.048
C -2.703 3.425 -2.888
C -2.025 4.132 -3.871
C -2.670 5.051 -4.697
C -4.029 5.279 -4.531
O -4.757 6.161 -5.296
C -4.142 6.631 -6.475
C -4.727 4.599 -3.539
C -4.068 3.684 -2.736
C -2.404 1.061 -2.236
N -1.917 -0.008 -1.570
C -2.388 -1.115 -2.187
C -1.977 -2.441 -1.923
C -2.639 -3.515 -2.724
C -3.992 -3.822 -2.565
C -4.611 -4.785 -3.344
C -3.885 -5.463 -4.315
O -4.577 -6.388 -5.063
C -3.936 -6.871 -6.221
C -2.534 -5.190 -4.483
C -1.927 -4.224 -3.682
C -0.896 -2.836 -1.114
C -0.534 -4.222 -0.826
C 0.673 -4.181 -0.216
C 1.043 -2.769 -0.120
N 0.056 -2.002 -0.623
C -3.288 -0.736 -3.269
C -3.302 0.619 -3.297
N 0.034 2.085 -0.695
C 3.346 3.551 0.235
C 4.001 3.961 1.399
C 5.019 4.898 1.366
C 5.419 5.447 0.154
O 6.446 6.359 0.211
C 6.888 6.895 -1.014
C 4.783 5.062 -1.019
C 3.756 4.121 -0.963
H 8.207 -6.631 -1.197
H 7.354 -5.255 -1.938
H 6.602 -6.867 -1.921
H 5.886 -4.808 2.063
H 3.968 -3.245 2.291
H 3.147 -3.643 -1.866
H 5.038 -5.195 -2.112
H 4.968 -1.201 0.762
H 4.935 1.456 0.791
H 1.175 5.170 -0.141
H -1.181 5.116 -1.398
H -0.965 3.950 -4.001
H -2.102 5.574 -5.453
H -4.913 7.152 -7.039
H -3.749 5.806 -7.075
H -3.330 7.331 -6.257
H -5.784 4.801 -3.416
H -4.617 3.149 -1.970
H -4.562 -3.290 -1.813
H -5.659 -5.028 -3.215
H -4.685 -7.432 -6.778
H -3.103 -7.537 -5.977
H -3.563 -6.052 -6.842
H -1.943 -5.712 -5.222
H -0.873 -4.007 -3.810
H -1.138 -5.091 -1.039
H 1.244 -5.012 0.169
H -3.807 -1.411 -3.932
H -3.829 1.252 -3.995
H 3.699 3.525 2.344
H 5.523 5.215 2.271
H 7.696 7.583 -0.776
H 6.091 7.443 -1.526
H 7.265 6.115 -1.682
H 5.078 5.466 -1.977
H 3.269 3.808 -1.879
Cl -1.619 1.560 4.005
C -2.626 0.758 5.184
C -3.341 1.574 6.042
C -4.174 1.019 7.002
C -4.266 -0.363 7.075
C -3.542 -1.160 6.207
Cl -3.744 -2.887 6.393
C -2.673 -0.663 5.197
S -1.778 -1.652 4.118
H -3.240 2.647 5.947
H -4.743 1.648 7.675
H -4.907 -0.835 7.809
Se 6.944 -0.946 -4.008
N 6.065 0.200 -5.048
C 4.904 0.380 -4.463
C 3.845 1.218 -4.962
C 2.713 1.264 -4.243
C 2.578 0.508 -3.004
N 3.487 -0.262 -2.513
C 4.664 -0.348 -3.225
N 5.651 -1.116 -2.819
H 3.977 1.773 -5.881
H 1.873 1.865 -4.570
H 1.649 0.609 -2.458

Record 3
141
Properties=species:S:1:pos:R:3 method="wB97M-V/def2-TZVPD" energy_ev=-150876.422 gap_ev=5.2033 lumo_energy_ev=-0.3238 homo_energy_ev=-5.53 charge=-1
C -2.477 2.483 -1.787
C -3.243 1.221 -1.857
O -4.428 1.200 -1.626
O -2.569 0.083 -2.164
C -2.276 -0.653 -0.941
C -0.913 -1.296 -0.915
C -0.549 -1.632 0.532
O -0.487 -0.670 1.331
O -0.322 -2.804 0.742
N 0.200 -0.502 -1.453
N 0.093 0.911 -1.147
C 1.115 1.489 -0.830
S 2.458 2.074 -0.362
C 0.475 -0.748 -2.817
C 1.206 -1.824 -3.134
C 1.446 -2.013 -4.446
C 0.938 -1.176 -5.347
N 0.211 -0.102 -5.096
C 0.035 0.059 -3.799
H -1.923 2.652 -2.695
H -1.802 2.476 -0.953
H -3.164 3.292 -1.667
H -2.457 -0.067 -0.061
H -2.984 -1.465 -0.897
H -0.942 -2.217 -1.456
H 1.576 -2.498 -2.396
H 2.043 -2.832 -4.771
H 1.126 -1.382 -6.380
H -0.514 0.921 -3.499
C 2.122 4.615 -6.617
C 1.943 5.248 -7.781
C 0.868 4.846 -8.750
O 0.764 5.491 -9.780
C 0.025 3.722 -8.413
C 0.197 3.073 -7.245
C 1.260 3.496 -6.259
O 1.355 2.890 -5.214
O -0.540 2.045 -6.894
O 2.691 6.273 -8.169
H 2.890 4.901 -5.913
H -0.733 3.433 -9.126
H -0.213 1.741 -6.012
H 2.343 6.536 -9.042
C -6.249 0.713 1.131
C -7.217 0.069 1.794
C -7.966 0.707 2.929
O -8.847 0.064 3.471
C -7.600 2.056 3.325
C -6.629 2.702 2.666
C -5.898 2.071 1.512
O -5.044 2.725 0.952
O -6.241 3.929 2.971
O -7.590 -1.171 1.502
H -5.705 0.268 0.309
H -8.133 2.499 4.154
H -5.530 4.145 2.337
H -8.303 -1.390 2.129
C -2.126 -5.626 -2.957
C -2.795 -6.604 -3.580
C -3.618 -6.346 -4.813
O -4.182 -7.294 -5.330
C -3.702 -4.988 -5.316
C -3.035 -4.007 -4.692
C -2.193 -4.272 -3.477
O -1.613 -3.325 -2.987
O -3.063 -2.746 -5.085
O -2.785 -7.863 -3.166
H -1.529 -5.796 -2.070
H -4.311 -4.811 -6.191
H -2.495 -2.252 -4.460
H -3.345 -8.353 -3.796
C 4.099 -6.258 3.605
C 3.347 -6.708 2.594
C 2.566 -5.774 1.708
O 1.927 -6.270 0.800
C 2.622 -4.350 1.989
C 3.373 -3.902 3.005
C 4.171 -4.833 3.871
O 4.848 -4.362 4.770
O 3.467 -2.618 3.317
O 3.231 -7.993 2.292
H 4.668 -6.916 4.249
H 2.037 -3.686 1.359
H 4.066 -2.569 4.082
H 2.631 -8.024 1.523
C -8.348 0.735 -5.643
C -8.163 -0.475 -5.099
C -6.907 -1.269 -5.337
O -6.809 -2.353 -4.795
C -5.889 -0.701 -6.201
C -6.074 0.508 -6.747
C -7.318 1.312 -6.489
O -7.408 2.409 -7.007
O -5.187 1.081 -7.544
O -9.058 -1.060 -4.321
H -9.245 1.314 -5.477
H -4.998 -1.288 -6.375
H -5.566 1.944 -7.790
H -8.669 -1.917 -4.065
C 1.552 2.598 5.011
C 0.960 2.003 3.946
C 0.183 2.825 2.929
O -0.309 2.254 1.983
C 0.070 4.265 3.151
C 0.659 4.822 4.212
C 1.450 4.015 5.199
O 1.968 4.632 6.126
O 0.596 6.126 4.481
O 1.033 0.720 3.754
H 2.112 2.036 5.745
H -0.499 4.841 2.434
H 1.105 6.251 5.305
H 0.533 0.447 2.918
C 5.450 8.518 4.650
C 4.536 7.753 5.270
C 3.671 8.302 6.380
O 2.848 7.571 6.891
C 3.872 9.685 6.786
C 4.788 10.437 6.165
C 5.629 9.899 5.043
O 6.427 10.657 4.520
O 5.022 11.702 6.486
O 4.343 6.490 4.944
H 6.073 8.139 3.853
H 3.261 10.064 7.592
H 5.725 12.002 5.881
H 3.638 6.132 5.519
C 9.079 -8.069 7.836
C 8.327 -8.516 6.821
C 7.550 -7.578 5.939
O 6.906 -8.053 5.023
C 7.604 -6.157 6.224
C 8.353 -5.708 7.240
C 9.152 -6.642 8.107
O 9.824 -6.162 9.000
O 8.446 -4.427 7.556
O 8.213 -9.799 6.517
H 9.644 -8.732 8.475
H 7.022 -5.500 5.589
H 9.048 -4.382 8.321
H 7.616 -9.838 5.746